P) {"formula": "C5H12N2", "method": "the ωB97M-V functional and the def2-TZVPD basis", "species": ["C", "H", "H", "C", "H", "N", "H", "N", "H", "H", "H", "H", "H", "H", "C", "C", "H", "C", "H"], "positions_angstrom": [[0.077, -0.021, 0.008], [2.040, 0.232, -0.939], [0.777, 0.724, -1.971], [0.417, -1.442, 0.330], [-1.220, 1.804, -1.741], [-2.695, 0.232, 0.227], [1.451, -0.576, 1.886], [-1.314, 0.432, -0.063], [-0.535, -1.922, 0.574], [2.556, -1.640, 1.026], [-0.603, 2.400, -0.299], [0.945, -1.861, -0.527], [1.148, -2.303, 2.125], [-2.504, 2.081, -0.455], [1.487, -1.538, 1.421], [-1.422, 1.828, -0.675], [-2.858, -0.778, 0.415], [1.083, 0.702, -0.906], [1.170, 1.645, -0.437]], "e_lumo_ev": [0.671, 0.600], "charge": 0}



Q) {"formula": "C5H12N2", "method": "the ωB97M-V functional and the def2-TZVPD basis", "species": ["H", "N", "H", "H", "C", "H", "H", "H", "C", "C", "C", "H", "N", "H", "H", "H", "C", "H", "H"], "positions_angstrom": [[-1.701, 2.768, -1.149], [1.106, -0.841, -0.365], [0.643, -2.379, 2.076], [0.069, 2.903, -0.599], [2.344, -0.112, -0.368], [2.205, 0.850, 0.015], [3.205, -0.781, 0.052], [-1.311, 2.355, 0.513], [-0.145, -0.187, -0.252], [-1.451, -0.559, -0.761], [-0.976, 2.604, -0.395], [-1.611, -1.678, -0.776], [0.420, -0.644, 0.967], [2.643, 0.027, -1.381], [-0.839, -2.445, 0.837], [-1.032, -1.555, 2.221], [-0.248, -1.856, 1.583], [-1.555, -0.355, -1.976], [-2.267, 0.048, -0.263]], "e_lumo_ev": [0.687, 0.499], "charge": 0}



R) {"formula": "C5H12N2", "method": "the ωB97M-V functional and the def2-TZVPD basis", "species": ["N", "H", "H", "H", "N", "H", "C", "C", "C", "C", "H", "H", "H", "C", "H", "H", "H", "H", "H"], "positions_angstrom": [[-1.858, 1.983, 1.090], [-0.032, -2.218, -1.127], [0.963, 1.458, 0.404], [-2.527, 2.701, 0.852], [2.007, -2.282, -0.696], [-0.908, 2.314, 1.155], [-1.827, 0.847, 0.129], [1.464, 0.690, -0.206], [-0.869, -0.304, 0.573], [0.448, -0.443, -0.160], [2.239, -2.932, -1.413], [2.445, 0.582, 0.251], [-1.486, 1.276, -0.826], [0.792, -1.628, -0.726], [2.627, -2.265, 0.086], [-0.683, -0.252, 1.650], [1.531, 1.109, -1.209], [-2.840, 0.461, -0.006], [-1.485, -1.098, 0.178]], "smiles": "C/C(=C\\N)CCN", "e_lumo_ev": 1.023, "charge": 0}



Quick one: most stable of them? R)



P) {"formula": "C5H12N2", "method": "the ωB97M-V functional and the def2-TZVPD basis", "species": ["C", "C", "C", "H", "H", "H", "H", "C", "H", "H", "H", "H", "H", "N", "H", "C", "H", "N", "H"], "positions_angstrom": [[1.849, -1.426, -1.889], [-0.381, 0.171, 1.239], [0.007, -1.112, 1.967], [0.957, -1.049, -1.373], [-0.567, -1.987, 1.503], [-1.364, 0.986, -1.973], [2.014, -2.379, -2.178], [-1.622, 0.987, 1.460], [1.089, -1.228, 1.675], [2.754, -1.073, -1.246], [1.913, -0.849, -2.826], [-1.238, 2.002, 1.992], [-0.229, -1.158, 3.024], [0.327, 0.466, 0.195], [-0.611, 2.628, -2.022], [-0.701, 1.768, -1.482], [-2.447, 0.533, 1.998], [0.185, 1.497, -0.542], [-1.937, 1.224, 0.479]], "smiles": "C=NN=C(C)C.C", "e_lumo_ev": 0.920, "charge": 0}



Q) {"formula": "C5H12N2", "method": "the ωB97M-V functional and the def2-TZVPD basis", "species": ["H", "H", "C", "H", "N", "N", "C", "H", "H", "H", "H", "H", "C", "C", "H", "H", "H", "C", "H"], "positions_angstrom": [[-1.033, -0.977, -1.921], [1.691, -0.082, 0.724], [0.060, -0.590, -0.301], [-0.001, 3.316, 2.203], [0.442, 2.696, 1.372], [-0.325, -2.782, -1.361], [1.035, -0.946, 0.655], [-0.760, 0.998, 1.814], [0.740, -2.976, -1.633], [-0.980, 1.087, -0.981], [1.702, -1.749, 0.416], [0.664, -1.358, 1.743], [-0.496, -1.385, -1.241], [-0.188, 0.937, -0.230], [0.452, 3.341, 0.570], [-0.862, -3.059, -2.295], [-1.668, 2.179, 0.969], [-0.632, 1.731, 0.987], [0.556, 1.391, -0.904]], "smiles": "C/C(=C\\N)CCN", "e_lumo_ev": 0.910, "charge": 0}



R) {"formula": "C5H12N2", "method": "the ωB97M-V functional and the def2-TZVPD basis", "species": ["H", "H", "H", "C", "H", "H", "H", "C", "H", "H", "N", "C", "H", "C", "N", "H", "H", "H", "C"], "positions_angstrom": [[-2.777, 1.488, 0.522], [1.369, -1.146, -1.135], [-1.519, 2.396, -0.052], [-1.959, 0.799, -1.218], [-0.010, -1.148, 1.308], [-2.752, 0.563, -1.921], [-0.491, -0.204, -2.252], [1.377, -0.552, -0.215], [0.935, -2.468, 0.635], [0.199, 1.073, 0.490], [1.997, -1.430, 2.022], [0.433, 0.674, -0.490], [1.118, 1.372, -0.959], [0.999, -1.437, 0.977], [-2.323, 1.843, -0.311], [2.391, -0.157, -0.145], [2.044, -0.649, 2.653], [2.202, -2.289, 2.497], [-0.741, 0.266, -1.311]], "smiles": "N/C=C\\CCCN", "e_lumo_ev": 1.067, "charge": 0}



S) {"formula": "C5H12N2", "method": "the ωB97M-V functional and the def2-TZVPD basis", "species": ["H", "C", "C", "H", "H", "C", "H", "H", "H", "H", "H", "H", "H", "H", "N", "C", "H", "C", "N"], "positions_angstrom": [[-1.855, -1.585, 1.102], [0.723, 0.141, -0.163], [-1.658, 0.488, -0.962], [-1.535, 0.114, 1.657], [1.568, 1.818, 0.653], [-1.119, -0.855, 1.413], [-2.660, 0.099, -0.740], [-0.522, -1.387, -1.002], [-1.583, 0.636, -2.042], [1.450, -0.093, 2.219], [1.616, 0.590, -2.061], [-0.644, -1.322, 2.269], [1.904, -1.057, -1.494], [-1.589, 1.459, -0.472], [1.142, -0.087, 1.242], [1.832, -0.016, -1.182], [2.798, 0.269, -0.761], [-0.600, -0.454, -0.444], [0.733, 1.244, 0.768]], "e_lumo_ev": 1.139, "charge": 0}



Quick one: most stable of them? R)



P) {"formula": "C9H14", "method": "the ωB97M-V functional and the def2-TZVPD basis", "species": ["C", "H", "C", "H", "H", "H", "H", "C", "C", "C", "C", "H", "H", "H", "H", "C", "H", "H", "H", "H", "C", "C", "H"], "positions_angstrom": [[-1.429, 1.733, -1.894], [1.481, -1.345, 0.576], [-0.041, 1.470, 0.465], [0.709, -1.660, 2.088], [-1.903, 1.777, -2.865], [-1.348, -0.178, 0.906], [1.129, 3.158, -0.214], [1.691, -1.489, 1.638], [0.307, 2.484, -0.420], [-2.674, -0.408, -1.496], [-1.793, 0.733, -0.999], [-0.135, 3.322, -2.379], [3.410, -2.664, 1.043], [2.135, -3.603, 1.885], [-3.656, -0.486, -1.040], [-0.421, 2.641, -1.585], [3.170, -2.564, 2.782], [0.610, 1.336, 1.322], [-2.132, -1.337, -1.285], [-2.627, -0.377, -2.580], [-1.094, 0.608, 0.208], [2.651, -2.647, 1.822], [1.961, -0.504, 2.019]], "smiles": "Cc1ccccc1.CC", "e_lumo_ev": 1.017, "charge": 0}



Q) {"formula": "C9H14", "method": "the ωB97M-V functional and the def2-TZVPD basis", "species": ["H", "C", "H", "C", "H", "C", "H", "H", "H", "H", "C", "H", "C", "C", "C", "H", "H", "H", "H", "C", "H", "C", "H"], "positions_angstrom": [[-0.874, -1.086, 1.887], [-2.179, 0.215, 0.834], [2.623, 1.565, 0.923], [-1.501, 0.654, -1.464], [-3.163, 1.569, -0.672], [-1.137, -0.640, 0.928], [2.327, 0.142, 3.008], [-0.297, -0.414, -3.487], [3.061, -0.402, 1.557], [1.203, -1.010, -2.741], [-0.360, -1.066, -0.172], [-2.902, 0.444, 1.610], [-0.556, -0.395, -1.354], [1.624, 1.132, 1.198], [2.093, -0.108, 1.947], [1.345, -0.921, 2.070], [1.022, 1.821, 1.789], [0.370, -1.826, 0.086], [1.287, 1.009, 0.174], [0.114, -0.926, -2.592], [-1.579, 1.290, -2.351], [-2.345, 0.918, -0.391], [-0.174, -1.962, -2.786]], "smiles": "Cc1ccccc1.CC", "e_lumo_ev": 1.045, "charge": 0}



Quick one: most stable of them? P)



P) {"formula": "C9H14", "method": "the ωB97M-V functional and the def2-TZVPD basis", "species": ["C", "H", "H", "H", "H", "H", "C", "H", "C", "H", "C", "H", "H", "C", "H", "H", "H", "H", "C", "C", "C", "H", "C"], "positions_angstrom": [[-0.878, 2.978, 0.601], [0.920, -2.327, 2.077], [-1.334, -1.647, -1.043], [-1.085, -0.322, 1.291], [2.011, -1.730, -0.727], [-0.878, 3.978, 1.012], [-0.744, 2.866, -0.784], [-0.420, 1.591, -2.478], [-0.798, -0.781, -1.428], [-1.197, -0.615, -2.428], [-1.110, 1.830, 1.336], [3.076, -1.680, 0.750], [1.541, -3.676, 1.111], [-0.731, 0.490, -0.623], [1.714, -0.640, 0.641], [-0.744, 3.788, -1.346], [0.233, -2.730, 0.542], [-1.390, 1.917, 2.377], [-0.630, 1.645, -1.421], [2.074, -1.629, 0.349], [-0.975, 0.585, 0.732], [0.156, -1.247, -1.609], [1.189, -2.645, 1.069]], "smiles": "Cc1ccccc1.CC", "e_lumo_ev": 1.037, "charge": 0}



Q) {"formula": "C9H14", "method": "the ωB97M-V functional and the def2-TZVPD basis", "species": ["H", "C", "C", "H", "C", "C", "H", "C", "H", "H", "H", "C", "H", "H", "C", "H", "C", "C", "H", "H", "H", "H", "H"], "positions_angstrom": [[4.122, 0.127, -1.070], [3.357, 0.461, -1.851], [-0.633, -0.153, -0.357], [-1.565, -0.208, 2.547], [1.360, -1.054, -1.421], [1.229, 1.249, -0.863], [-3.680, 0.995, 3.623], [1.959, 0.191, -1.343], [1.783, 2.182, -0.913], [-2.388, -0.902, 4.052], [-3.734, 0.554, 1.748], [-0.012, 1.084, -0.280], [-1.719, -0.357, -0.206], [3.654, 1.433, -2.215], [-3.695, 0.295, 2.790], [-4.650, -0.156, 2.986], [0.044, -1.267, -0.992], [-2.550, -0.720, 3.009], [1.868, -2.025, -1.748], [-2.696, -1.597, 2.403], [3.502, -0.240, -2.505], [-0.373, -2.263, -1.037], [-0.479, 1.938, 0.187]], "smiles": "Cc1ccccc1.CC", "e_lumo_ev": 1.033, "charge": 0}



R) {"formula": "C9H14", "method": "the ωB97M-V functional and the def2-TZVPD basis", "species": ["C", "C", "H", "H", "C", "C", "C", "H", "H", "H", "C", "H", "H", "C", "H", "H", "H", "H", "H", "C", "H", "C", "H"], "positions_angstrom": [[-1.849, 0.461, -0.104], [-0.347, -0.135, 1.644], [1.568, -0.465, -0.244], [-1.787, 2.615, 1.639], [2.294, -0.827, -0.942], [-1.010, 0.913, 0.932], [2.294, 0.196, -2.194], [-0.788, 2.953, 0.313], [1.966, 1.085, -1.696], [-2.324, 1.150, -0.680], [-0.801, 2.358, 1.309], [-2.204, -2.855, 0.644], [1.438, -0.026, -2.797], [-1.659, -1.838, 0.653], [3.200, 0.192, -2.712], [3.315, -0.782, -0.520], [0.139, 2.519, 1.808], [-0.193, -2.390, 1.906], [2.059, -1.842, -1.322], [-0.660, -1.443, 1.480], [-2.819, -1.161, -1.130], [-2.171, -0.881, -0.301], [0.338, 0.203, 2.313]], "smiles": "Cc1ccccc1.CC", "e_lumo_ev": 0.945, "charge": 0}



S) {"formula": "C9H14", "method": "the ωB97M-V functional and the def2-TZVPD basis", "species": ["H", "H", "H", "C", "C", "C", "H", "C", "C", "H", "H", "H", "H", "C", "H", "H", "H", "C", "H", "H", "C", "C", "H"], "positions_angstrom": [[2.415, -0.137, 1.281], [-1.988, 0.916, 2.143], [1.113, -2.575, 2.164], [-0.558, 0.901, -3.210], [-2.173, 1.865, 0.164], [-1.764, 1.736, -1.136], [-0.638, -1.029, 1.420], [-0.972, -0.250, 0.599], [-0.937, 0.649, -1.655], [-2.150, 2.617, -1.712], [3.439, -1.005, 2.631], [0.049, -1.250, -1.054], [1.772, -2.134, 0.388], [1.973, -2.225, 1.444], [1.605, -0.708, 2.823], [0.033, 1.926, -3.228], [-2.843, 2.737, 0.624], [2.470, -0.931, 2.131], [0.169, 0.183, -3.814], [-1.478, 1.140, -3.745], [-1.703, 0.834, 1.041], [-0.527, -0.303, -0.736], [2.693, -2.957, 1.439]], "smiles": "Cc1ccccc1.CC", "e_lumo_ev": 0.992, "charge": 0}



Quick one: most stable of them? P)



P) {"formula": "C9H14", "method": "the ωB97M-V functional and the def2-TZVPD basis", "species": ["H", "H", "C", "H", "C", "H", "C", "H", "H", "H", "C", "H", "C", "H", "C", "H", "H", "C", "H", "C", "H", "C", "H"], "positions_angstrom": [[-4.626, -1.360, -1.857], [-3.233, -0.750, -0.901], [3.527, 0.988, 0.274], [-0.841, -0.441, 1.806], [-3.093, -0.342, -3.031], [2.535, 0.436, -1.560], [1.267, -0.009, 1.549], [0.139, -1.653, 2.577], [-3.552, 0.411, -3.672], [0.495, -0.411, -0.344], [0.121, -0.596, 2.324], [-2.711, -1.251, -3.479], [1.384, -0.061, 0.170], [-0.092, -0.025, 3.229], [-3.900, -0.559, -1.733], [4.425, 1.396, -0.168], [-2.205, 0.265, -2.775], [3.418, 0.996, 1.655], [4.225, 1.393, 2.266], [2.351, 0.426, 2.347], [-4.513, 0.335, -1.610], [2.475, 0.473, -0.486], [2.402, 0.339, 3.419]], "smiles": "Cc1ccccc1.CC", "e_lumo_ev": 0.937, "charge": 0}



Q) {"formula": "C9H14", "method": "the ωB97M-V functional and the def2-TZVPD basis", "species": ["C", "C", "C", "H", "H", "H", "H", "H", "H", "C", "H", "C", "H", "H", "C", "H", "H", "H", "C", "C", "C", "H", "H"], "positions_angstrom": [[0.118, -1.314, -2.094], [-1.148, -3.383, -1.502], [0.817, -0.170, -1.735], [0.047, 2.969, 1.115], [-0.530, -4.035, -2.124], [-1.423, -4.021, -0.659], [1.325, 2.830, 2.225], [-1.037, 4.659, 2.882], [0.001, -1.591, -3.134], [0.806, 0.269, -0.422], [1.296, 0.431, -2.496], [-0.386, -1.717, 0.218], [-2.093, -3.223, -2.020], [-0.700, -2.377, 1.015], [0.254, 3.006, 2.181], [0.555, 4.530, 3.669], [0.272, 5.113, 1.931], [1.212, 1.244, -0.189], [0.186, -0.495, 0.555], [0.017, 4.423, 2.739], [-0.457, -2.112, -1.107], [0.288, -0.114, 1.558], [-0.352, 2.187, 2.560]], "smiles": "Cc1ccccc1.CC", "e_lumo_ev": 1.031, "charge": 0}



Quick one: most stable of them? Q)